No. 1
Here is C40H34CrN5O4S6 as an isolated structure from the OMol25 dataset. Energies are from ωB97M-V/def2-TZVPD.

Output
- Lowest unoccupied orbital energy (alpha / beta): 3.9 / 3.9 eV
- Kohn-Sham gap (alpha / beta): 4.97 / 4.97 eV
- HOMO level (alpha / beta): -1.0 / -1.0 eV
- Energy: -151109.0669 eV

```
! wB97M-V def2-TZVPD RIJCOSX def2/J DEFGRID3
* xyz -2 4
Cr 0.205 -1.195 -0.386
S -6.498 -5.924 -0.512
S -1.256 -3.419 -0.687
S -3.872 -4.592 -1.046
S -2.278 -3.828 2.933
S 1.676 -2.803 3.696
S -4.620 -4.988 1.629
O 1.566 -2.563 -0.984
O -1.229 -0.064 0.195
O 0.953 -2.822 -3.001
O 1.635 0.098 -0.068
N 0.700 -1.805 1.568
N 0.839 -0.761 2.439
N 1.672 -3.208 -2.105
N -0.074 -0.219 -2.226
N 1.107 -4.143 1.441
C -1.323 0.055 -2.644
C 4.160 -1.219 -0.193
C 6.402 -0.827 0.599
C 3.171 4.301 -1.805
C 6.231 0.527 0.369
C -4.242 3.477 -1.096
C -3.172 4.344 -1.265
C -4.016 2.143 -0.789
C 1.943 2.781 0.161
C -1.879 3.864 -1.112
C 0.974 0.334 -2.865
C 1.320 -1.097 3.572
C -5.066 -5.211 -0.002
C -3.062 -4.174 1.440
C 2.582 0.601 -0.923
C 2.351 0.042 -2.355
C -4.448 -0.593 2.704
C 5.029 1.007 -0.144
C -5.572 -1.251 2.219
C -1.552 0.875 -3.744
C 5.356 -1.698 0.314
C -5.687 -1.494 0.861
C -0.484 1.446 -4.404
C -1.657 2.530 -0.794
C -3.572 -0.398 0.464
C 3.173 2.916 -1.885
C 1.587 -0.129 4.676
C 3.066 -0.071 5.060
C 1.080 -2.957 2.072
C -2.714 -3.987 0.129
C -4.688 -1.074 -0.009
C -2.449 0.151 -0.419
C 1.956 4.166 0.255
C 0.795 1.179 -3.949
C -2.720 1.653 -0.639
C 2.552 2.139 -0.910
C 3.980 0.144 -0.440
C 2.562 4.933 -0.730
C -3.460 -0.171 1.834
C -2.468 -0.476 -1.846
H 3.653 4.887 -2.579
H 2.556 6.015 -0.665
H 3.685 2.436 -2.712
H 0.980 -0.388 5.548
H -4.857 1.472 -0.655
H 0.912 -4.920 2.053
H 3.336 -1.900 -0.370
H 7.334 -1.202 1.006
H -6.332 -1.612 2.902
H -2.573 1.075 -4.039
H -5.258 3.841 -1.200
H 7.029 1.224 0.600
H 4.918 2.072 -0.298
H 1.663 1.619 -4.420
H 1.250 0.842 4.312
H 3.222 0.603 5.904
H -3.401 -0.241 -2.360
H -4.791 -1.300 -1.062
H -2.374 -1.559 -1.734
H 3.093 0.421 -3.059
H 0.509 -4.148 0.602
H 2.479 -1.034 -2.286
H 1.475 4.648 1.098
H 3.663 0.280 4.217
H 3.438 -1.057 5.342
H -0.660 2.141 -0.658
H -4.327 -0.437 3.769
H 5.465 -2.760 0.501
H -2.562 0.308 2.204
H -0.644 2.105 -5.249
H -6.535 -2.049 0.478
H 1.472 2.160 0.912
H -3.345 5.386 -1.509
H -1.035 4.525 -1.247
*
```

---

No. 2
Here is C40H34HfIN7O3S as an isolated structure from the OMol25 dataset. Energies are from ωB97M-V/def2-TZVPD.

Output
- Lowest unoccupied orbital energy: -6.0 eV
- Kohn-Sham gap: 7.78 eV
- HOMO level: -13.7 eV
- Energy relative to the best compared isomer or geometry (same formula, charge and spin): 0.728 eV
- Energy: -78838.4739 eV

```
! wB97M-V def2-TZVPD RIJCOSX def2/J DEFGRID3
* xyz 2 1
Hf 0.569 0.263 -0.180
I -0.977 2.422 -0.901
S -1.667 -8.362 0.025
O -0.563 -6.502 1.552
O 2.701 2.769 -4.973
O -0.453 -0.607 -2.379
N 0.298 0.170 2.104
N -1.040 0.524 3.830
N 0.936 -1.935 -0.067
N 1.983 0.565 -1.906
N -1.522 -0.787 0.500
N -1.464 0.780 -5.588
N 0.368 -3.987 0.535
C 1.087 0.249 3.263
C -0.594 -6.574 -1.749
C -2.656 -4.741 -1.404
C -2.750 -5.996 -0.830
C 2.076 0.432 5.831
C 0.722 0.620 5.653
C -0.008 -2.715 0.455
C 3.261 -2.536 -0.924
C -0.297 1.231 -6.027
C 2.496 -5.172 -0.152
C 3.042 1.006 -1.043
C -0.882 -1.853 -2.438
C -0.786 -8.640 2.604
C 4.104 -3.616 -1.094
C 2.527 1.207 0.246
C 0.252 0.502 4.351
C 0.886 1.180 -5.300
C 4.653 2.237 0.779
C 0.840 0.577 -4.037
C -0.913 -7.661 1.477
C 2.012 -2.788 -0.364
C -0.386 0.069 -3.632
C -0.955 0.298 2.516
C 2.446 0.015 3.463
C 4.339 1.324 -1.432
C -1.692 -6.887 -0.956
C -1.323 -2.194 0.934
C 3.367 1.878 1.143
C 2.148 1.802 -5.852
C 2.921 0.116 4.754
C -2.095 0.043 1.585
C 1.653 -4.081 0.014
C 2.027 0.652 -3.179
C -1.498 -4.376 -2.091
C -0.494 -5.317 -2.317
C -1.247 -2.992 -2.384
C 3.728 -4.914 -0.717
C -2.891 -0.236 -3.922
C 5.148 1.933 -0.491
C -1.539 0.204 -4.392
H 3.018 2.136 2.135
H 2.248 3.611 -5.087
H 5.285 2.762 1.483
H 4.424 -5.727 -0.867
H 0.201 -7.297 -1.876
H -1.326 -2.232 2.025
H 5.084 -3.459 -1.523
H 1.940 2.223 -6.837
H -3.462 -4.026 -1.293
H 3.970 -0.060 4.948
H 2.916 1.039 -5.991
H 0.062 0.830 6.484
H -1.891 0.648 4.355
H -0.786 -9.669 2.251
H 0.387 -5.037 -2.879
H 3.097 -0.247 2.642
H -3.622 -6.275 -0.254
H 2.200 -6.166 0.155
H -2.909 -0.468 2.106
H -2.132 -2.836 0.582
H -3.008 -0.109 -2.845
H 4.713 1.136 -2.430
H 3.572 -1.538 -1.199
H -2.150 -0.764 -0.300
H 0.120 -8.428 3.167
H 2.495 0.507 6.824
H -0.173 -4.790 0.872
H 6.162 2.203 -0.753
H 2.953 0.944 -3.660
H -1.642 -8.505 3.269
H -2.482 0.967 1.156
H -3.641 0.362 -4.434
H -0.306 1.688 -7.011
H -3.066 -1.284 -4.168
*
```

---

No. 3
Here is C40H34MnN2O2PS2SbSe2 as an isolated structure from the OMol25 dataset. Energies are from ωB97M-V/def2-TZVPD.

Output
- Lowest unoccupied orbital energy (alpha / beta): 0.2 / 0.2 eV
- Kohn-Sham gap (alpha / beta): 7.78 / 7.86 eV
- HOMO level (alpha / beta): -7.6 / -7.7 eV
- Energy relative to the best compared isomer or geometry (same formula, charge and spin): 0.790 eV
- Energy: -248619.7714 eV

```
! wB97M-V def2-TZVPD RIJCOSX def2/J DEFGRID3
* xyz 0 6
Sb -0.713 -1.566 -0.780
Se 2.208 1.431 -0.891
Se -1.293 2.133 -0.034
Mn 0.566 0.388 0.594
S -0.735 2.771 3.278
S 0.335 0.982 5.404
P 0.534 2.838 -1.010
O 1.596 -1.353 1.296
O 2.551 -1.815 5.371
N 0.715 0.565 2.813
N 1.464 -0.452 3.393
C 1.034 -6.080 -1.653
C -0.832 2.277 5.927
C 0.374 6.546 0.676
C -4.819 -3.055 -0.118
C 3.879 -3.660 4.814
C 0.571 2.926 -5.101
C -3.052 -1.344 1.165
C -4.314 -1.565 1.700
C -0.145 -5.934 -0.939
C 3.052 -2.610 4.415
C -2.668 -1.975 -0.014
C 1.702 6.820 0.971
C -1.065 3.847 -3.054
C -3.560 -2.832 -0.655
C -0.302 -1.027 -3.783
C -1.935 -0.312 -5.395
C -1.275 -1.043 -2.788
C -0.632 -0.671 -5.083
C 4.192 -4.322 2.523
C 4.445 -4.503 3.879
C 3.361 -3.297 2.120
C 0.027 5.340 0.091
C 1.017 4.409 -0.214
C 1.903 -1.354 2.533
C 0.009 -3.541 -1.159
C 0.941 2.724 -3.779
C -0.612 3.582 -5.400
C -0.689 3.439 4.974
C 1.716 -4.958 -2.100
C -2.902 -0.297 -4.402
C 1.209 -3.692 -1.846
C 0.158 1.329 3.685
C 2.685 5.885 0.686
C -1.426 4.048 -4.376
C 2.780 -2.429 3.048
C -0.656 -4.667 -0.688
C 0.124 3.188 -2.755
C 2.346 4.678 0.091
C -2.574 -0.658 -3.102
C -5.196 -2.422 1.059
H -1.011 5.101 -0.104
H 1.764 -2.819 -2.173
H -4.607 -1.069 2.617
H 2.649 -5.067 -2.639
H -1.712 4.186 -2.255
H -2.353 4.557 -4.607
H 0.132 -0.669 -5.851
H -0.903 3.727 -6.432
H 4.070 -3.780 5.873
H -1.570 -4.561 -0.117
H 0.256 3.961 5.112
H 1.203 2.551 -5.896
H 2.072 -1.084 4.918
H -5.509 -3.723 -0.619
H -3.334 -0.632 -2.330
H 3.108 3.942 -0.126
H -2.195 -0.042 -6.411
H -3.271 -3.317 -1.581
H 0.723 -1.292 -3.548
H 3.134 -3.143 1.074
H 1.862 2.211 -3.540
H 4.643 -4.979 1.790
H 1.972 7.765 1.426
H -0.585 2.554 6.951
H -1.516 4.144 5.054
H -0.668 -6.807 -0.571
H -1.839 1.864 5.897
H -0.395 7.271 0.913
H -3.919 -0.007 -4.638
H 3.720 6.088 0.930
H -6.179 -2.596 1.476
H 1.428 -7.069 -1.854
H -2.360 -0.674 1.667
H 5.092 -5.307 4.208
*
```